Entry 1:
Here is a 12-piece molecular cluster, C52H117N2O32P5S4 overall from the OMol25 dataset. Energies are from ωB97M-V/def2-TZVPD.

Structure (XYZ):
```
212
Properties=species:S:1:pos:R:3:forces:R:3:lowdin_charge:R:1
N 2.29901 -4.52346 -6.32246 0.8 0.1 -0.5 0.359
H 1.39364 -4.97065 -6.30188 -0.6 0.1 0.4 0.162
H 2.33197 -3.57221 -5.98464 -0.7 0.7 0.5 0.163
H 2.60669 -4.48467 -7.28367 0.2 -0.1 -0.6 0.152
H 2.98981 -5.03844 -5.79551 0.2 -0.5 0.4 0.156
N -3.15740 3.66499 4.45092 -0.2 0.6 0.1 0.359
H -3.58645 4.28040 3.77469 -0.1 0.2 -0.7 0.158
H -2.68096 2.89934 3.99606 0.2 -0.6 -0.5 0.165
H -3.89581 3.36139 5.06951 -0.2 -0.5 0.4 0.156
H -2.49134 4.21707 4.97215 0.5 0.2 0.4 0.156
C -1.08581 -1.41496 -0.52807 0.3 3.1 -0.4 -0.035
C -0.78726 -1.46007 -1.90475 -1.3 -6.2 1.7 -0.388
C -0.36317 -0.27393 -2.63556 1.5 2.2 -5.5 -0.402
O -0.08598 -0.31529 -3.92682 -0.5 -1.2 2.5 -0.161
C -0.25564 0.99202 -2.07824 -0.7 0.0 2.9 -0.042
C -0.68052 1.19612 -0.72115 0.4 -0.4 -0.7 -0.387
C -1.05983 -0.12350 0.10972 0.4 -0.2 -1.4 -0.415
O -1.27952 0.06093 1.29194 -0.6 0.2 2.1 -0.063
O -0.73862 2.30102 -0.15033 -0.1 -0.4 0.1 -0.085
O -0.88424 -2.68441 -2.40609 0.7 3.2 -0.4 -0.173
H -1.38534 -2.26743 0.06352 0.1 -0.2 -0.2 0.082
H 0.11956 1.84985 -2.61652 -0.1 -0.1 -0.3 0.086
C -5.82180 3.22851 -4.78429 0.9 -0.8 0.4 -0.225
C -5.18722 4.07090 -5.93934 -0.8 0.6 1.0 -0.179
C -6.31570 5.12027 -6.19273 0.9 -0.8 -0.8 -0.231
S -7.05790 5.51976 -4.58714 -0.8 -1.2 -0.9 0.688
O -8.49253 5.27568 -4.77718 1.3 0.6 0.7 -0.352
O -6.51459 6.76166 -4.11258 -0.3 0.3 0.2 -0.331
C -6.32850 4.12219 -3.66001 -0.4 0.6 -0.4 -0.221
H -5.17510 2.49077 -4.30929 0.5 0.1 -0.3 0.117
H -6.66967 2.62188 -5.10242 -0.1 0.2 -0.6 0.114
H -4.82472 3.52631 -6.81118 -0.8 -0.3 -0.1 0.108
H -4.26801 4.58808 -5.66425 -0.1 0.1 0.7 0.109
H -7.08338 4.65065 -6.80774 -0.2 0.1 0.3 0.096
H -5.97756 6.00486 -6.73242 0.0 0.2 0.4 0.099
H -7.10946 3.63580 -3.07552 -0.1 0.1 -0.2 0.102
H -5.57435 4.49450 -2.96665 0.2 0.1 -0.3 0.105
C 5.24956 1.05298 -10.11925 0.9 -0.5 -0.1 -0.229
C 6.49967 0.80299 -11.03000 -1.4 0.4 -0.5 -0.199
C 6.45254 -0.74477 -11.28301 1.1 0.9 0.9 -0.209
S 4.69708 -1.19584 -11.52838 0.4 2.6 0.1 0.656
O 4.31446 -2.24374 -10.64569 -0.1 -1.1 0.8 -0.334
O 4.37764 -1.28095 -12.91911 0.1 -0.1 -0.5 -0.315
C 4.07134 0.40858 -10.84287 1.0 -0.1 -0.1 -0.213
H 4.98263 2.08399 -9.88715 0.4 0.1 -0.2 0.115
H 5.47598 0.56513 -9.17118 -0.2 -0.1 0.2 0.110
H 7.39860 1.32331 -10.69944 0.3 -1.0 0.8 0.110
H 6.40746 1.35421 -11.96582 -0.7 -0.3 -0.4 0.104
H 6.76131 -1.22160 -10.35274 -0.2 -0.2 0.1 0.092
H 7.17807 -1.09040 -12.01938 -0.6 0.0 -0.4 0.102
H 3.21015 0.27191 -10.18882 -0.1 -0.2 -0.4 0.106
H 3.93184 1.08334 -11.68747 -0.7 -0.4 -0.2 0.102
C 1.35041 9.60192 -1.46611 -0.7 0.6 0.3 -0.217
C 0.54474 8.89910 -2.57814 0.5 -1.1 -0.1 -0.210
C -0.93951 8.76248 -2.19808 -0.7 0.6 0.2 -0.205
S -1.29906 10.07499 -0.96934 2.3 -0.2 0.0 0.712
O -1.48534 9.38637 0.30220 -0.7 0.8 -0.5 -0.356
O -2.15338 11.12630 -1.50654 0.2 -1.1 0.8 -0.344
C 0.45503 10.73275 -0.99300 -1.3 0.5 0.0 -0.223
H 2.31871 9.97771 -1.79666 -0.1 0.0 -0.3 0.112
H 1.58165 8.93380 -0.63650 -0.3 -0.2 0.0 0.115
H 0.98258 7.90504 -2.66889 -0.2 -0.2 -0.1 0.111
H 0.71034 9.32917 -3.56592 -0.3 0.5 0.2 0.114
H -1.19713 7.81063 -1.73363 0.3 0.1 0.2 0.102
H -1.70027 8.93037 -2.96041 0.4 0.0 -0.4 0.096
H 0.64917 11.21145 -0.03318 0.1 -0.4 0.1 0.099
H 0.33189 11.53922 -1.71589 0.4 0.0 -0.2 0.093
C -6.28697 -5.22710 -6.85978 -0.4 -0.1 -0.4 -0.198
C -6.12487 -3.81734 -7.43383 0.2 -0.5 -1.7 -0.223
C -4.67373 -3.69705 -7.85802 1.4 -0.7 0.3 -0.221
S -4.06302 -5.32368 -8.55937 0.7 2.7 0.6 0.735
O -2.63118 -5.57106 -8.17608 -3.3 0.0 -0.6 -0.378
O -4.41723 -5.19855 -9.96633 0.3 -1.1 0.5 -0.352
C -5.32830 -6.22568 -7.60877 0.6 -0.7 1.8 -0.212
H -7.29860 -5.61464 -6.98020 -0.1 0.2 -0.1 0.107
H -6.16663 -5.14872 -5.77927 0.7 -0.6 0.0 0.113
H -6.38888 -2.96679 -6.80538 -0.1 -0.4 0.3 0.119
H -6.74725 -3.78601 -8.32814 -0.1 0.3 -0.1 0.113
H -4.04587 -3.55454 -6.97849 0.1 0.3 0.0 0.104
H -4.43196 -2.96763 -8.63107 -0.1 0.0 0.1 0.102
H -4.79205 -6.72041 -6.79898 0.5 -0.1 -0.1 0.091
H -5.77160 -7.06501 -8.14461 -0.2 0.6 -0.4 0.101
C -6.19044 3.38438 10.43605 0.4 0.6 0.0 -0.087
C -6.48751 2.13947 11.29000 -0.6 1.1 -1.3 -0.239
O -5.89483 0.96016 10.72201 0.4 -1.0 -1.3 -0.205
P -6.41345 0.38053 9.28318 -0.1 -0.6 -0.7 0.515
O -6.39285 1.24979 8.07273 0.0 -0.7 1.7 -0.261
O -5.46944 -0.94436 9.08106 -1.0 1.9 2.1 -0.191
C -5.64479 -1.88449 8.04983 0.5 -0.4 -1.5 -0.289
C -4.25876 -2.35352 7.60333 0.1 -0.1 -0.4 -0.067
O -7.91789 -0.14218 9.59587 2.3 2.2 -1.4 -0.204
C -8.32863 -0.73931 10.80168 0.1 -0.3 -0.4 -0.290
C -8.55768 -2.13717 10.37884 -0.9 -1.7 0.6 -0.081
H -6.01263 4.28380 11.02556 -0.2 -0.1 0.5 0.069
H -5.25440 3.27990 9.88742 -0.1 -0.3 -0.1 0.075
H -6.97514 3.67461 9.73740 0.0 -0.5 -0.1 0.074
H -6.12593 2.34216 12.29811 0.1 -0.8 -0.1 0.121
H -7.56478 1.97384 11.27725 -0.1 0.1 0.5 0.107
H -6.23890 -2.75889 8.31545 0.0 0.1 0.7 0.107
H -6.21035 -1.44995 7.22555 0.2 0.3 -0.2 0.117
H -3.60262 -1.59076 7.18406 -0.4 0.5 0.2 0.074
H -3.68144 -2.80083 8.41247 -0.3 -0.2 0.1 0.077
H -4.34892 -3.06915 6.78611 -0.2 -0.3 0.2 0.079
H -7.57065 -0.70199 11.58410 -0.1 0.4 0.1 0.123
H -9.23480 -0.18832 11.05336 0.0 -0.3 0.5 0.128
H -9.09818 -2.65469 11.17138 -0.2 -0.3 -0.1 0.082
H -9.12342 -2.18336 9.44830 -0.2 0.1 0.2 0.092
H -7.64976 -2.70952 10.18862 0.2 0.3 0.2 0.073
C 13.46481 3.24343 -0.89769 0.5 0.3 1.2 -0.072
C 11.99280 3.38011 -1.19254 0.8 0.3 1.2 -0.301
O 11.83289 3.51575 -2.58074 -1.6 0.0 -1.9 -0.169
P 10.35616 3.32353 -3.20430 -1.3 1.3 -0.4 0.485
O 10.17741 3.25068 -4.67983 0.9 0.7 1.6 -0.227
O 9.86769 1.97505 -2.54208 -0.1 0.7 1.5 -0.225
C 10.55502 0.81407 -2.95712 -1.0 -1.0 -1.6 -0.257
C 9.55451 0.07961 -3.90334 1.0 -0.3 0.2 -0.059
O 9.43771 4.49205 -2.43550 2.0 -2.3 -0.7 -0.185
C 8.11892 4.67475 -2.95204 -0.1 1.5 -0.6 -0.300
C 7.22939 3.48332 -2.92456 -0.4 -1.0 0.1 -0.079
H 14.07566 4.07718 -1.24383 -0.2 -0.1 -0.6 0.081
H 13.58232 3.34525 0.18116 -0.2 -0.2 0.3 0.076
H 13.92919 2.28234 -1.11852 -0.2 0.1 -0.5 0.079
H 11.45948 2.54134 -0.74518 -0.2 -0.2 -0.4 0.119
H 11.59887 4.27198 -0.70521 0.0 0.1 0.0 0.121
H 11.47887 1.10529 -3.45691 0.0 -0.2 -0.2 0.112
H 10.83027 0.17702 -2.11658 -0.3 0.2 0.3 0.119
H 8.56510 0.02071 -3.44982 0.1 0.0 0.2 0.076
H 9.43572 0.54722 -4.88075 0.2 0.3 0.2 0.071
H 9.93220 -0.92730 -4.08108 -0.1 -0.2 0.0 0.068
H 7.67773 5.46865 -2.34939 0.1 -0.1 0.3 0.118
H 8.22156 5.15499 -3.92514 0.0 -0.4 -0.4 0.114
H 7.64280 2.57210 -3.35685 0.3 0.2 -0.1 0.058
H 6.99331 3.24646 -1.88712 -0.2 -0.1 0.0 0.089
H 6.31713 3.64805 -3.49791 -0.1 0.3 0.2 0.089
C -7.82543 -2.50980 1.32452 0.4 0.9 1.8 -0.083
C -7.11539 -3.53860 0.51839 -0.6 1.3 -1.4 -0.288
O -8.04736 -4.58616 0.34336 -0.3 -2.8 0.3 -0.189
P -7.89587 -5.90136 1.26842 -1.3 -1.3 1.9 0.575
O -7.17508 -5.69570 2.58221 -0.7 -0.1 -2.7 -0.259
O -9.47780 -6.42512 1.54965 2.6 0.0 -2.2 -0.191
C -10.30265 -5.61647 2.35193 0.2 0.9 0.8 -0.305
C -9.95324 -5.83731 3.79959 -0.1 0.4 1.3 -0.093
O -7.34543 -7.11816 0.31401 -1.0 2.1 0.7 -0.201
C -5.91444 -7.10944 0.06891 0.4 -1.6 1.0 -0.237
C -5.31753 -8.04424 1.15765 0.2 1.0 -0.1 -0.070
H -7.10753 -1.73768 1.60118 0.0 0.1 0.3 0.084
H -8.67127 -1.96346 0.90717 0.1 -0.5 -0.8 0.084
H -8.23318 -2.97084 2.22411 0.3 0.1 0.3 0.069
H -7.00718 -3.07415 -0.46176 0.4 -0.4 -0.3 0.124
H -6.13524 -3.89479 0.83547 -0.2 0.2 0.5 0.120
H -10.20034 -4.57676 2.04109 0.4 0.3 0.3 0.102
H -11.37550 -5.73805 2.20260 0.1 -1.1 -0.5 0.116
H -10.72753 -5.39659 4.42756 -0.1 0.2 0.1 0.072
H -9.88001 -6.87536 4.12394 -0.2 -0.2 -0.6 0.083
H -9.00144 -5.40902 4.11384 0.0 0.2 -0.4 0.059
H -5.74534 -7.51443 -0.92883 -0.3 0.0 0.0 0.114
H -5.45839 -6.11962 0.08850 -0.2 0.1 0.2 0.108
H -5.58002 -7.64309 2.13655 -0.1 0.1 0.0 0.059
H -5.69429 -9.06620 1.11598 0.0 0.1 -0.3 0.076
H -4.22820 -8.02034 1.12776 0.1 -0.2 -0.2 0.073
C 2.72855 -7.06905 1.81257 -0.6 0.5 -0.5 -0.055
C 3.26564 -6.63615 0.42148 -0.8 -0.2 1.0 -0.259
O 4.56921 -7.16033 0.27321 1.3 0.2 -0.8 -0.215
P 5.57470 -6.43515 -0.76453 1.2 -0.2 1.1 0.533
O 4.94595 -5.83193 -1.97597 0.7 -0.6 1.5 -0.265
O 6.49115 -5.46327 0.23370 -0.7 -1.5 -1.4 -0.213
C 6.00121 -4.44234 1.17353 -0.3 -1.1 -0.6 -0.233
C 5.27120 -3.40347 0.38010 0.0 1.3 0.1 -0.083
O 6.60700 -7.69390 -1.05754 -1.7 2.2 0.8 -0.193
C 6.05006 -8.86318 -1.69029 2.0 -0.9 -1.0 -0.287
C 5.72044 -9.98150 -0.73939 -0.6 0.2 1.1 -0.080
H 1.77660 -6.57413 2.00478 -0.1 0.2 -0.2 0.075
H 2.48279 -8.12650 1.91015 0.4 -0.1 -0.3 0.071
H 3.35177 -6.77710 2.65782 0.4 0.0 -0.3 0.070
H 2.67344 -7.02334 -0.40767 -0.3 0.0 0.2 0.121
H 3.30581 -5.55166 0.31960 -0.3 0.0 0.2 0.098
H 5.39458 -4.89699 1.95673 -0.4 -0.3 -0.3 0.106
H 6.88540 -4.13077 1.72962 0.1 0.4 -0.5 0.119
H 5.94707 -2.92308 -0.32737 0.0 -0.1 -0.1 0.085
H 4.40033 -3.74546 -0.17912 0.2 -0.4 0.0 0.067
H 4.88097 -2.59810 1.00236 0.1 0.0 0.3 0.085
H 5.25492 -8.68044 -2.41310 -0.3 0.5 0.4 0.116
H 6.90079 -9.17068 -2.29841 0.0 -0.2 -0.3 0.113
H 6.43807 -10.20222 0.05079 0.4 0.8 0.0 0.081
H 4.81664 -9.63476 -0.23838 -0.3 -0.8 0.2 0.064
H 5.64460 -10.97908 -1.17204 -0.6 0.3 -0.7 0.079
C 3.13431 1.47751 6.38701 -0.2 -0.8 -1.9 -0.080
C 2.19692 1.85284 7.46954 0.3 -1.0 0.8 -0.282
O 2.76869 2.91726 8.23631 -0.3 2.2 0.0 -0.175
P 2.52855 4.41658 7.67465 0.5 -0.1 -0.7 0.452
O 1.15704 4.70432 7.22718 0.0 -0.1 -0.3 -0.254
O 2.98370 5.30962 8.91115 0.6 -0.6 -0.6 -0.172
C 2.79134 6.74246 8.98084 -0.4 0.1 -0.3 -0.251
C 3.72847 7.59041 8.16405 0.7 0.0 0.1 -0.078
O 3.64430 4.59836 6.48173 0.1 -0.1 1.6 -0.214
C 3.37260 4.87165 5.09850 -1.1 0.4 -0.2 -0.278
C 4.61517 4.98368 4.18797 -0.6 -1.0 1.1 -0.051
H 2.75459 0.60664 5.85269 -0.2 -0.5 0.3 0.087
H 3.15717 2.16506 5.54153 0.5 0.5 0.4 0.062
H 4.12090 1.20134 6.75913 0.0 0.4 0.0 0.095
H 1.15938 2.01092 7.17522 0.2 0.5 -0.2 0.116
H 2.18428 1.00429 8.15357 -0.2 0.1 0.3 0.120
H 1.78655 6.98973 8.63827 -0.2 -0.3 0.3 0.112
H 2.90702 7.00581 10.03221 -0.1 -0.3 0.0 0.122
H 4.76646 7.45822 8.46932 0.1 -0.2 -0.1 0.083
H 3.63812 7.44693 7.08732 0.0 -0.1 0.1 0.071
H 3.49397 8.62919 8.39653 -0.1 0.1 -0.1 0.082
H 2.60201 4.16174 4.79797 0.4 -0.3 -0.5 0.104
H 2.83327 5.81732 5.04448 0.1 0.3 0.1 0.104
H 5.40231 5.45333 4.77784 0.0 0.5 -0.4 0.077
H 5.01842 4.01759 3.88440 -0.2 -0.1 0.1 0.070
H 4.29924 5.50854 3.28642 0.3 0.2 0.2 0.079
```
Forces are in eV/Å.

The calculation puts the energy relative to the best compared isomer or geometry (same formula, charge and spin) at 1267.6 kJ/mol. As for the HOMO-LUMO gap: 2.632 eV. The calculation puts the energy at -214106.9859 eV. As for the HOMO energy: -4.02 eV. Its spin multiplicity is 1.

---

Entry 2:
Here is one molecule with the formula C18H17ClN2O3S from the OMol25 dataset. Energies are from ωB97M-V/def2-TZVPD.

Structure (XYZ):
```
42
Properties=species:S:1:pos:R:3:forces:R:3:lowdin_charge:R:1
O 2.30810 3.02670 0.88014 2.6 4.8 -0.5 0.104
C 1.75723 1.99566 0.86534 -5.0 0.8 -2.4 -0.590
C 0.33430 1.92970 0.25639 -1.8 -7.5 6.3 0.117
C -0.75364 1.03162 0.78563 5.5 5.4 -0.1 -0.014
C -2.07414 1.29582 0.20947 -1.9 -6.9 5.3 -0.166
C -2.55019 2.02222 -0.74590 -5.5 -2.7 -1.1 -0.018
C -3.89277 1.82557 -1.40093 5.1 -1.5 5.4 -0.015
C -4.69883 0.97974 -0.84515 1.5 -3.8 3.4 0.037
C -4.21636 -0.01216 0.28153 -1.0 5.0 -6.4 -0.161
N -5.09308 -0.99827 0.55245 1.1 -4.8 10.3 -0.314
O -6.25048 -1.03747 0.55404 -5.8 1.9 -4.7 0.136
O -4.68307 -1.71368 1.57518 2.4 -0.2 -2.3 -0.013
C -3.05233 0.11832 0.84346 1.7 6.4 -5.4 0.125
N 2.19124 0.98534 1.48757 -7.1 -9.8 -1.4 0.014
C 3.34711 0.65194 1.99966 2.3 9.8 4.8 -0.473
C 4.11697 -0.41091 1.68791 1.5 -4.2 -4.3 -0.316
S 4.61393 -0.09379 -0.20782 0.4 -0.6 2.1 0.895
C 3.71652 -1.46471 -0.96117 -10.7 7.9 11.8 -0.368
C 2.25587 -0.76740 -1.34160 -0.1 -5.8 2.8 -0.135
C 2.07735 0.06595 -2.48362 11.7 -4.0 5.9 -0.124
C 0.96225 0.18232 -2.95278 -9.5 6.7 -4.1 -0.160
C -0.18541 -0.09680 -2.25329 -0.2 -2.0 -1.8 -0.113
C -0.11340 -1.10962 -1.38184 -2.1 -3.5 7.1 -0.129
C 1.07704 -1.49402 -0.66048 2.6 3.3 -4.9 -0.545
Cl 1.25000 -2.74060 0.60112 -0.5 1.3 -1.2 0.659
H -0.01106 2.59790 -0.37109 -0.8 3.4 -3.5 0.040
H -0.53141 0.55960 1.84984 -0.9 0.5 -2.7 0.154
H -1.96183 2.63363 -1.16828 4.2 4.8 -3.2 0.044
H -4.23521 2.45313 -2.04610 -1.7 3.9 -4.2 0.052
H -5.66954 0.94722 -1.13887 -2.8 -0.6 -0.7 0.079
H -2.77516 -0.39112 1.61127 2.0 -3.3 4.5 0.053
H 1.53958 0.01726 1.45571 1.6 3.6 -0.4 0.199
H 3.75148 1.83478 2.12770 1.0 -2.6 -1.7 0.220
H 3.19221 0.88374 2.99480 -0.1 -1.6 3.6 0.113
H 3.55357 -1.39875 1.88806 1.2 1.2 -0.7 0.117
H 5.07632 -0.35484 2.08668 1.3 -0.3 1.3 0.054
H 4.14771 -1.56447 -1.68222 8.5 -3.3 -14.7 -0.100
H 3.64069 -2.17174 -0.24002 -0.3 -2.5 1.4 0.001
H 3.03326 0.37990 -2.90463 -0.4 0.4 -0.2 0.137
H 0.83761 1.13531 -3.51923 0.0 -1.2 -1.0 0.148
H -1.07721 0.20392 -2.72093 -1.3 0.3 0.0 0.103
H -1.02506 -1.57470 -0.72696 1.4 1.3 -2.3 0.151
```
Forces are in eV/Å.

The calculation puts the energy relative to the best compared isomer or geometry (same formula, charge and spin) at 1763.5 kJ/mol. As for the HOMO-LUMO gap: 7.102 eV. As for the SMILES: O=C(/C=C/c1cccc([N+](=O)[O-])c1)NCCSCc1ccccc1Cl. The calculation puts the energy at -51404.2184 eV. As for the HOMO energy: -8.40 eV. Its spin multiplicity is 1.